(1)
{
  "formula": "C42H78O18",
  "method": "ωB97M-V/def2-TZVPD",
  "e_homo_ha": -0.336,
  "smiles": "COC(=O)OC.COC(=O)OC.O=C1CCCO1.O=C1CCCO1.O=C1CCCO1.C1CCOC1.C1CCOC1.C1CCOC1.C1CCOC1.C1CCOC1.C1CCOC1",
  "e_tot_ev": -81667.41985,
  "largest_force_ev_per_a": 6.7,
  "e_above_lowest_kcal_mol": 123.2,
  "total_charge": 0,
  "elements": ["O", "O", "O", "O", "O", "O", "O", "O", "O", "O", "O", "O", "O", "O", "O", "O", "O", "O", "C", "C", "C", "C", "C", "C", "C", "C", "C", "C", "C", "C", "C", "C", "C", "C", "C", "C", "C", "C", "C", "C", "C", "C", "C", "C", "C", "C", "C", "C", "C", "C", "C", "C", "C", "C", "C", "C", "C", "C", "C", "C", "H", "H", "H", "H", "H", "H", "H", "H", "H", "H", "H", "H", "H", "H", "H", "H", "H", "H", "H", "H", "H", "H", "H", "H", "H", "H", "H", "H", "H", "H", "H", "H", "H", "H", "H", "H", "H", "H", "H", "H", "H", "H", "H", "H", "H", "H", "H", "H", "H", "H", "H", "H", "H", "H", "H", "H", "H", "H", "H", "H", "H", "H", "H", "H", "H", "H", "H", "H", "H", "H", "H", "H", "H", "H", "H", "H", "H", "H"],
  "coordinates": [[-4.13, 2.00, -3.06], [4.81, -2.01, -0.21], [0.41, 0.81, -1.72], [-1.40, 5.67, -1.72], [-3.92, -5.77, -0.14], [2.43, -2.42, 2.34], [-5.93, 2.22, -4.18], [-4.91, -1.74, 3.18], [3.88, 1.41, 2.66], [-0.54, -4.62, -1.96], [3.75, 1.30, 0.31], [-0.82, 1.58, 4.81], [6.46, -3.09, 0.66], [-3.95, 2.88, -5.13], [0.32, -2.75, 2.24], [1.04, 3.87, -5.33], [0.42, 2.22, 0.14], [6.43, -2.76, -1.58], [0.50, 1.87, 4.46], [0.60, -5.01, -1.17], [-0.90, 4.85, -0.62], [-1.17, -5.80, -2.50], [1.86, 4.06, -3.18], [3.88, 1.98, 1.57], [0.00, 5.70, 0.29], [0.35, -6.53, -0.83], [-2.76, 2.00, -2.86], [-0.19, -1.26, -0.83], [0.52, 6.72, -0.70], [4.02, 3.49, 1.49], [2.51, 3.89, -5.42], [-3.69, -0.93, 3.20], [-4.04, -3.56, 0.17], [-1.72, 2.44, 4.11], [0.16, 1.09, -0.37], [2.78, -1.72, 4.46], [5.94, -2.62, -0.46], [-0.91, -6.89, -1.59], [2.93, 3.44, -4.04], [0.68, 4.41, -4.05], [-0.62, 6.84, -1.60], [0.56, 2.97, 3.45], [7.70, -3.73, 0.70], [-0.22, -0.26, 0.30], [1.31, -2.15, 4.43], [-0.90, 2.89, 2.94], [-4.78, -2.88, 3.99], [-2.65, -2.06, 3.35], [3.99, 2.29, -0.69], [-6.60, 2.65, -5.42], [4.30, -1.27, -1.29], [0.36, -0.56, -2.04], [-3.59, -4.77, 0.88], [-5.17, -5.47, -0.79], [-3.35, -2.96, 4.35], [1.27, -2.36, 2.97], [-5.34, -3.97, -0.55], [-4.60, 2.36, -4.23], [3.51, -2.25, 3.21], [4.55, 3.57, 0.10], [1.31, 2.71, 2.71], [0.46, -2.11, -0.66], [-5.40, -2.94, 4.89], [-5.09, -5.55, -1.87], [0.15, -6.62, 0.23], [0.82, 0.97, 3.94], [-1.77, -7.10, -0.95], [0.58, 5.48, -4.22], [-6.24, 3.55, -5.90], [-1.89, 3.21, 4.87], [-1.03, 2.10, 2.20], [-2.91, -3.96, 4.34], [-1.17, -1.72, -0.96], [0.52, -0.49, 1.06], [0.74, 5.09, 0.82], [-4.14, -2.64, 0.75], [1.54, -4.98, -1.72], [7.82, -4.09, 1.72], [2.82, 4.80, -5.95], [-0.82, -5.96, -3.53], [1.38, 6.43, -1.30], [0.70, 7.70, -0.27], [-2.30, -2.52, 2.43], [-0.39, -0.63, -2.83], [2.16, 4.86, -2.50], [-0.38, 7.29, -2.56], [-0.27, 3.99, -3.74], [-5.05, -3.76, 3.40], [-1.77, -1.79, 3.92], [-2.57, 1.89, -1.79], [1.50, 3.28, -2.51], [-0.66, 6.12, 1.05], [5.64, 3.56, 0.11], [2.84, 3.12, -6.12], [-6.04, -5.97, -0.35], [0.63, -4.41, -0.26], [4.23, -1.53, 2.81], [-2.56, -4.86, 1.21], [-3.65, -0.58, 2.17], [-6.41, 1.86, -6.16], [-3.87, -0.16, 3.95], [-2.47, 3.00, -3.20], [4.69, 3.95, 2.22], [-2.33, 1.23, -3.49], [-0.28, 4.04, -1.02], [3.95, 3.67, -3.72], [3.88, -3.25, 3.43], [-1.17, -0.26, 0.84], [-3.33, -3.28, -0.60], [1.09, -3.03, 5.05], [3.32, -0.87, -1.04], [-7.68, 2.68, -5.24], [2.99, 2.43, -1.10], [-6.12, -3.84, 0.20], [-0.70, -7.79, -2.18], [-3.17, -2.50, 5.32], [1.31, -0.91, -2.43], [-5.47, -3.22, -1.33], [5.00, -0.51, -1.63], [-4.24, -5.00, 1.73], [3.31, -2.05, 5.36], [0.74, 4.00, 3.75], [8.52, -3.08, 0.39], [1.19, -7.13, -1.20], [-2.22, -5.55, -2.67], [2.87, 2.36, -3.92], [4.41, 4.57, -0.29], [-1.69, 4.36, -0.06], [3.92, -1.92, -2.08], [1.16, 2.14, 5.29], [7.70, -4.50, -0.06], [2.78, -0.63, 4.46], [3.10, 3.99, 1.78], [-1.29, 3.84, 2.55], [-2.70, 2.04, 3.86], [4.73, 1.91, -1.39], [0.68, -1.30, 4.68], [-1.36, 7.53, -1.20]],
  "mulliken_charge": [-0.379, 0.023, -0.333, -0.444, -0.453, -0.177, -0.339, -0.519, -0.616, -0.363, 0.125, -0.457, -0.263, -0.576, -0.561, -0.502, -0.010, -0.615, 0.099, 0.155, 0.788, -0.487, 1.198, 0.278, -0.022, -0.666, -0.347, 1.292, -0.309, -0.020, -0.733, -0.243, 0.634, -0.659, -0.018, -0.687, 0.577, -0.195, -0.369, 0.385, -0.830, 0.230, -0.691, 1.173, -0.392, 0.458, -0.413, 1.050, 0.283, -0.668, -0.233, -0.905, -0.057, -0.529, -0.923, 0.649, -0.969, 0.729, -0.387, -0.838, -0.773, -0.698, 0.357, 0.301, 0.226, -0.330, 0.097, 0.194, 0.311, 0.375, -0.490, 0.368, -0.498, -0.554, -0.249, 0.082, 0.289, 0.208, 0.280, 0.317, 0.017, 0.384, -0.192, 0.396, 0.092, 0.370, -0.345, 0.106, -0.375, 0.205, -1.095, 0.336, 0.378, 0.329, 0.293, -0.133, 0.225, 0.182, 0.180, 0.300, 0.229, 0.208, 0.416, 0.261, -0.823, 0.428, 0.295, -0.187, -0.314, 0.490, -0.373, 0.244, -0.392, 0.278, 0.312, 0.414, 0.222, 0.441, 0.350, 0.066, 0.463, 0.437, 0.287, 0.359, 0.160, 0.116, 0.372, 0.421, 0.421, 0.407, 0.311, 0.109, -0.117, 0.334, 0.243, 0.320, -0.008, 0.403]
}

=====

(2)
{
  "formula": "C6H14N3S",
  "method": "ωB97M-V/def2-TZVPD",
  "e_homo_ha": -0.484,
  "smiles": "CC[N@@H+]1N=CNC[C@H]1SC",
  "e_tot_ev": -21744.77558,
  "largest_force_ev_per_a": 6.6,
  "e_above_lowest_kcal_mol": 88.6,
  "total_charge": 1,
  "elements": ["S", "N", "N", "N", "C", "C", "C", "C", "C", "C", "H", "H", "H", "H", "H", "H", "H", "H", "H", "H", "H", "H", "H", "H"],
  "coordinates": [[-2.11, -0.45, -0.34], [-1.39, 2.38, 0.87], [0.25, 1.51, -1.12], [0.48, 0.27, -0.37], [-0.68, 2.34, -0.44], [1.92, 0.04, 0.05], [-0.60, 0.04, 0.65], [-1.57, -2.05, -0.98], [2.39, -1.37, -0.48], [-0.94, 1.18, 1.63], [1.96, 0.19, 1.08], [2.47, 0.93, -0.32], [-2.39, 2.57, 0.82], [0.20, -0.42, -1.06], [2.35, -1.40, -1.52], [-0.57, -1.77, -1.50], [-1.66, 0.86, 2.34], [1.66, -2.01, -0.11], [-1.64, -2.70, -0.16], [-0.18, 1.59, 2.34], [-0.23, -0.81, 1.33], [3.39, -1.74, -0.07], [-0.87, 3.32, -0.95], [-2.26, -2.49, -1.67]],
  "mulliken_charge": [-0.003, -0.220, -0.702, 0.431, -0.089, -0.452, -0.185, -0.746, -1.068, -0.759, 0.382, 0.373, 0.335, 0.149, 0.383, 0.223, 0.450, 0.357, 0.307, 0.273, 0.418, 0.341, 0.388, 0.413]
}

=====

(3)
{
  "formula": "C13H24Cl2NO4P2Tc",
  "method": "ωB97M-V/def2-TZVPD",
  "e_homo_ha": [-0.695, -0.701],
  "e_tot_ev": -69338.01941,
  "largest_force_ev_per_a": 9.1,
  "e_above_lowest_kcal_mol": 14.8,
  "spin_multiplicity": 4,
  "total_charge": 3,
  "elements": ["Tc", "Cl", "Cl", "P", "P", "O", "O", "O", "O", "N", "C", "C", "C", "C", "C", "C", "C", "C", "C", "C", "C", "C", "C", "H", "H", "H", "H", "H", "H", "H", "H", "H", "H", "H", "H", "H", "H", "H", "H", "H", "H", "H", "H", "H", "H", "H", "H"],
  "coordinates": [[0.04, -0.14, 0.89], [1.19, -0.65, 3.95], [-1.69, -0.65, 3.76], [-2.21, 0.29, 0.50], [2.29, -0.56, 0.56], [-2.01, -2.30, -3.44], [-0.14, -4.24, -0.93], [-0.09, 1.48, 1.86], [-0.26, 2.75, 3.73], [0.29, 0.93, -1.00], [-3.37, -1.12, 0.65], [-2.99, 1.75, 1.28], [-0.71, 1.93, -2.95], [-0.26, 0.35, 4.08], [2.83, -1.96, -0.58], [0.56, 2.35, -3.37], [-0.20, 1.56, 3.18], [2.69, 0.95, -0.53], [1.52, 1.32, -1.43], [3.66, -0.49, 1.84], [1.69, 2.05, -2.61], [-2.08, 0.68, -1.26], [-0.80, 1.21, -1.75], [-2.23, -1.35, -3.13], [-3.96, 1.97, 0.83], [2.75, -2.91, -0.07], [-3.13, 1.59, 2.34], [-2.99, 0.94, -1.78], [-0.24, -1.55, 1.36], [3.65, -1.39, 2.45], [2.90, 1.80, 0.12], [-2.95, -2.02, 0.22], [3.59, 0.75, -1.12], [2.67, 2.36, -2.93], [3.87, -1.82, -0.89], [-0.67, -3.80, -1.71], [-0.34, 0.69, 5.13], [-2.68, -2.57, -4.14], [4.64, -0.41, 1.36], [-4.32, -0.90, 0.15], [0.66, 2.91, -4.30], [-2.35, 2.63, 1.15], [0.60, -3.62, -0.69], [3.52, 0.38, 2.49], [2.21, -1.98, -1.47], [-3.58, -1.32, 1.71], [-1.59, 2.14, -3.53]],
  "mulliken_charge": [-0.703, 0.006, 0.041, 1.200, 1.359, -0.602, -0.613, -0.436, -0.438, 0.509, -1.128, -1.242, -1.040, -0.041, -1.385, -0.400, 0.422, -1.163, 0.496, -1.376, -0.981, -1.511, 1.342, 0.312, 0.504, 0.438, 0.370, 0.642, 0.394, 0.450, 0.441, 0.419, 0.633, 0.572, 0.440, 0.348, 0.470, 0.340, 0.442, 0.446, 0.503, 0.414, 0.219, 0.477, 0.493, 0.379, 0.541]
}